(1)
Formula: C2H4BrFO
Source: the Open Molecules 2025 dataset
Level of theory: ωB97M-V/def2-TZVPD

Computed properties:
* energy: -2827.47345 Ha
* total charge: 0
* gap between HOMO and LUMO (alpha / beta): 5.49 / 6.57 eV
* multiplicity: 3

Geometry (Å):
H (0.96, 1.52, -0.11)
C (1.11, 0.51, -0.45)
H (1.98, 0.08, -0.06)
H (1.04, 0.25, -1.46)
O (-1.34, 0.46, 0.91)
C (-0.46, -0.37, 0.38)
H (-2.24, 0.24, 0.69)
Br (-1.17, -1.42, -1.12)
F (0.12, -1.27, 1.23)

Just the natural (NBO) charges please, in e? Sure, here they are:
1. H 0.222
2. C -0.507
3. H 0.206
4. H 0.204
5. O -0.727
6. C 0.459
7. H 0.505
8. Br -0.010
9. F -0.352



(2)
Formula: C2H4BrN
Source: the Open Molecules 2025 dataset
Level of theory: ωB97M-V/def2-TZVPD

Computed properties:
* energy: -2707.33933 Ha
* total charge: 0
* structure (SMILES): [H]/N=C/CBr
* gap between HOMO and LUMO: 10.93 eV

Geometry (Å):
H (-1.03, 1.34, 0.51)
H (0.76, 1.62, 0.16)
C (-0.02, 0.81, 0.46)
N (-0.81, -0.90, -1.10)
H (-0.55, -1.83, -1.57)
C (0.12, -0.48, -0.40)
Br (0.52, 0.40, 2.31)
H (1.02, -0.95, -0.36)

Just the natural (NBO) charges please, in e? Sure, here they are:
1. H 0.249
2. H 0.236
3. C -0.495
4. N -0.583
5. H 0.344
6. C 0.112
7. Br -0.018
8. H 0.156



(3)
Formula: C2H4BrN
Source: the Open Molecules 2025 dataset
Level of theory: ωB97M-V/def2-TZVPD

Computed properties:
* energy: -2707.28027 Ha
* total charge: 0
* structure (SMILES): C=NCBr
* gap between HOMO and LUMO: 10.31 eV

Geometry (Å):
H (-0.20, 1.69, 0.41)
Br (-2.24, 0.15, -0.01)
H (1.56, 1.50, 0.45)
C (0.67, 1.05, 0.22)
H (-0.75, -1.96, -0.47)
H (-0.54, -1.06, 1.22)
C (-0.82, -1.06, 0.16)
N (0.78, -0.18, -0.03)

Just the natural (NBO) charges please, in e? Sure, here they are:
1. H 0.164
2. Br 0.049
3. H 0.174
4. C -0.114
5. H 0.236
6. H 0.231
7. C -0.381
8. N -0.359



(4)
Formula: C2H4BrN
Source: the Open Molecules 2025 dataset
Level of theory: ωB97M-V/def2-TZVPD

Computed properties:
* energy: -2707.35182 Ha
* total charge: 0
* structure (SMILES): CC#N.Br
* gap between HOMO and LUMO: 11.16 eV

Geometry (Å):
H (2.18, -0.88, 0.34)
H (-0.41, 1.19, 0.39)
H (-1.55, 1.04, -1.06)
N (0.17, -1.58, 0.00)
Br (3.32, -0.10, -0.14)
C (-0.60, -0.74, -0.15)
H (-1.94, 0.47, 0.69)
C (-1.16, 0.60, -0.06)

Just the natural (NBO) charges please, in e? Sure, here they are:
1. H 0.233
2. H 0.260
3. H 0.261
4. N -0.357
5. Br -0.248
6. C 0.315
7. H 0.253
8. C -0.717



(5)
Formula: C2H4BrN3
Source: the Open Molecules 2025 dataset
Level of theory: ωB97M-V/def2-TZVPD

Computed properties:
* energy: -2816.70647 Ha
* total charge: 0
* gap between HOMO and LUMO (alpha / beta): 7.38 / 8.39 eV
* multiplicity: 3

Geometry (Å):
H (-0.98, 0.00, -1.41)
Br (-0.32, -2.05, 1.57)
H (1.60, 0.21, 0.25)
H (0.27, -1.26, -1.11)
N (-0.88, 1.09, 1.39)
N (-1.15, -0.89, 0.39)
H (1.01, 1.31, -1.02)
N (0.07, 1.38, 0.80)
C (-0.33, -0.46, -0.66)
C (0.71, 0.66, -0.20)

Just the natural (NBO) charges please, in e? Sure, here they are:
1. H 0.218
2. Br 0.187
3. H 0.229
4. H 0.210
5. N -0.003
6. N -0.293
7. H 0.228
8. N -0.159
9. C -0.336
10. C -0.282



(6)
Formula: C2H4BrNO
Source: the Open Molecules 2025 dataset
Level of theory: ωB97M-V/def2-TZVPD

Computed properties:
* energy: -2782.52124 Ha
* total charge: 0
* gap between HOMO and LUMO: 10.03 eV

Geometry (Å):
C (1.63, 1.56, 0.23)
Br (-2.66, 0.45, -0.53)
C (-0.06, -1.12, -0.39)
H (-0.59, -3.18, -0.26)
H (1.20, 2.52, 0.72)
N (-0.18, -2.27, -0.34)
H (0.92, 0.87, -0.12)
H (-3.07, -0.29, 0.63)
O (2.82, 1.45, 0.06)

Just the natural (NBO) charges please, in e? Sure, here they are:
1. C 0.275
2. Br -0.185
3. C 0.278
4. H 0.448
5. H 0.077
6. N -0.731
7. H 0.144
8. H 0.202
9. O -0.510



We obtain relative energy (zero: lowest compared OMol25 entry of this formula, charge and spin) values of 259.5 51.8 206.8 19.0 0.0 301.4 kJ/mol for the records listed above, in that order.